{
  "formula": "C9H36N16O9",
  "method": "ωB97M-V with the def2-TZVPD basis set",
  "symbols": ["N", "C", "N", "O", "H", "H", "H", "H", "N", "C", "N", "O", "H", "H", "H", "H", "N", "C", "N", "O", "H", "H", "H", "H", "N", "C", "N", "O", "H", "H", "H", "H", "N", "C", "N", "O", "H", "H", "H", "H", "N", "C", "N", "O", "H", "H", "H", "H", "N", "C", "N", "O", "H", "H", "H", "H", "N", "C", "N", "O", "H", "H", "H", "H", "C", "O", "H", "H", "H", "H"],
  "coordinates": [[-22.558, 7.660, 13.940], [-21.738, 7.410, 15.013], [-20.594, 6.734, 14.734], [-22.067, 7.713, 16.155], [-23.219, 8.409, 14.018], [-22.473, 7.144, 13.085], [-20.410, 6.515, 13.772], [-20.132, 6.345, 15.551], [-15.720, 5.221, 9.866], [-16.400, 6.043, 9.022], [-17.588, 6.546, 9.467], [-15.940, 6.352, 7.920], [-15.021, 4.609, 9.496], [-16.226, 5.057, 10.725], [-17.835, 6.447, 10.441], [-17.976, 7.225, 8.839], [-18.483, 4.196, 13.787], [-18.333, 4.440, 12.461], [-18.849, 3.485, 11.634], [-17.737, 5.428, 12.037], [-18.277, 4.931, 14.439], [-18.939, 3.374, 14.147], [-18.682, 3.582, 10.641], [-19.401, 2.741, 12.019], [-16.095, 3.278, 7.456], [-15.399, 2.187, 7.869], [-15.942, 1.547, 8.951], [-14.377, 1.805, 7.318], [-17.006, 3.484, 7.857], [-15.583, 3.959, 6.922], [-16.734, 1.868, 9.477], [-15.465, 0.727, 9.279], [-17.091, 6.602, 15.342], [-15.758, 6.619, 15.669], [-15.534, 6.648, 17.029], [-14.848, 6.743, 14.876], [-17.394, 6.927, 14.440], [-17.745, 6.094, 15.937], [-14.603, 6.454, 17.348], [-16.305, 6.458, 17.651], [-19.875, 7.302, 18.087], [-19.162, 6.169, 17.955], [-18.435, 5.794, 19.041], [-19.139, 5.491, 16.915], [-20.451, 7.610, 17.312], [-19.839, 7.876, 18.909], [-18.554, 6.250, 19.927], [-17.961, 4.910, 18.993], [-19.019, 1.457, 7.500], [-19.363, 2.331, 8.480], [-20.647, 2.207, 8.939], [-18.629, 3.237, 8.871], [-19.635, 0.695, 7.287], [-18.048, 1.438, 7.233], [-21.310, 1.647, 8.435], [-21.001, 2.903, 9.568], [-22.008, 1.529, 15.825], [-20.729, 1.297, 15.373], [-19.814, 2.225, 15.787], [-20.451, 0.254, 14.811], [-22.379, 2.377, 16.211], [-22.656, 0.777, 15.682], [-18.816, 2.067, 15.756], [-20.210, 3.037, 16.231], [-15.708, 2.701, 15.241], [-16.918, 1.967, 15.386], [-16.012, 3.655, 14.816], [-15.229, 2.882, 16.209], [-14.951, 2.239, 14.607], [-16.770, 1.130, 15.837]],
  "nbo_charge": [-0.8541, 0.7805, -0.8613, -0.6967, 0.4088, 0.3902, 0.3985, 0.4303, -0.8539, 0.7732, -0.8688, -0.7098, 0.4093, 0.4061, 0.4225, 0.3976, -0.8531, 0.7883, -0.8696, -0.7325, 0.4057, 0.4097, 0.4391, 0.3908, -0.8763, 0.7560, -0.8754, -0.6691, 0.4187, 0.4265, 0.3994, 0.4000, -0.9030, 0.7708, -0.8518, -0.6350, 0.4168, 0.4040, 0.3986, 0.3780, -0.8215, 0.7925, -0.8397, -0.7489, 0.4445, 0.3956, 0.3984, 0.4127, -0.8246, 0.7926, -0.8395, -0.7064, 0.3930, 0.4295, 0.3913, 0.4093, -0.8635, 0.7702, -0.8797, -0.6581, 0.3896, 0.4046, 0.4393, 0.3938, -0.2490, -0.7530, 0.2046, 0.1603, 0.1760, 0.4767],
  "total_charge": 0,
  "lumo_ev": -0.068,
  "e_tot_ev": -52195.025,
  "de_lowest_kcal_mol": 0.0,
  "e_homo_ev": -8.727
}



{
  "formula": "H2O3S2",
  "method": "ωB97M-V with the def2-TZVPD basis set",
  "symbols": ["O", "O", "O", "S", "S", "H", "H"],
  "coordinates": [[0.131, 1.211, -0.745], [-0.110, -0.865, 0.785], [-1.859, -0.108, -1.336], [-0.442, 0.099, -1.401], [1.537, -0.603, 1.222], [1.421, 0.405, 0.308], [-0.677, -0.138, 1.167]],
  "nbo_charge": [-0.8970, -0.8708, -0.8467, 1.7222, 0.2602, 0.1363, 0.4956],
  "total_charge": 0,
  "lumo_ev": -0.676,
  "e_tot_ev": -27843.589,
  "de_lowest_kcal_mol": 10.1,
  "e_homo_ev": -9.848
}



{
  "formula": "C28H77N7O7",
  "method": "ωB97M-V with the def2-TZVPD basis set",
  "symbols": ["C", "O", "C", "C", "C", "N", "H", "H", "H", "H", "H", "H", "H", "H", "H", "H", "H", "C", "O", "C", "C", "C", "N", "H", "H", "H", "H", "H", "H", "H", "H", "H", "H", "H", "C", "O", "C", "C", "C", "N", "H", "H", "H", "H", "H", "H", "H", "H", "H", "H", "H", "C", "O", "C", "C", "C", "N", "H", "H", "H", "H", "H", "H", "H", "H", "H", "H", "H", "C", "O", "C", "C", "C", "N", "H", "H", "H", "H", "H", "H", "H", "H", "H", "H", "H", "C", "O", "C", "C", "C", "N", "H", "H", "H", "H", "H", "H", "H", "H", "H", "H", "H", "C", "O", "C", "C", "C", "N", "H", "H", "H", "H", "H", "H", "H", "H", "H", "H", "H"],
  "coordinates": [[-1.189, -4.796, -3.756], [-0.677, -5.626, -4.777], [-0.571, -6.958, -4.320], [-0.549, -7.932, -5.510], [-1.701, -7.769, -6.514], [-0.334, -9.317, -5.118], [-1.179, -3.772, -4.138], [-0.508, -4.834, -2.899], [-2.227, -4.975, -3.459], [0.356, -7.140, -3.763], [-1.411, -7.240, -3.675], [0.299, -7.605, -6.121], [-2.670, -8.070, -6.108], [-1.535, -8.367, -7.409], [-1.728, -6.723, -6.818], [0.466, -9.282, -4.476], [-1.007, -9.716, -4.463], [-3.441, 8.605, -2.959], [-2.555, 7.722, -3.639], [-2.225, 6.625, -2.786], [-1.270, 5.694, -3.494], [-0.922, 4.512, -2.588], [-0.048, 6.491, -3.791], [-4.428, 8.120, -2.931], [-3.610, 9.451, -3.624], [-3.106, 8.839, -1.950], [-1.785, 6.962, -1.838], [-3.174, 6.147, -2.512], [-1.729, 5.380, -4.439], [-0.283, 3.831, -3.151], [-1.832, 3.956, -2.357], [-0.375, 4.930, -1.746], [0.419, 6.073, -4.582], [-0.379, 7.433, -3.963], [4.648, -6.701, -1.066], [3.567, -6.481, -1.957], [3.989, -6.477, -3.318], [4.719, -5.216, -3.795], [3.979, -3.981, -3.314], [4.918, -5.198, -5.232], [4.276, -6.465, -0.066], [5.514, -6.077, -1.280], [4.888, -7.770, -1.009], [4.436, -7.460, -3.533], [3.077, -6.584, -3.929], [5.681, -5.283, -3.273], [3.024, -3.999, -3.861], [4.405, -3.019, -3.598], [3.742, -3.966, -2.254], [5.277, -6.106, -5.502], [4.064, -4.966, -5.721], [-0.813, 1.307, 3.756], [0.009, 2.027, 2.878], [0.121, 3.414, 3.135], [0.841, 3.762, 4.457], [0.531, 5.239, 4.729], [2.301, 3.615, 4.289], [-0.860, 0.227, 3.572], [-1.862, 1.466, 3.447], [-0.590, 1.485, 4.805], [0.667, 3.825, 2.285], [-0.890, 3.846, 3.050], [0.571, 3.154, 5.314], [-0.459, 5.273, 5.190], [0.621, 5.879, 3.852], [1.215, 5.663, 5.466], [2.436, 2.629, 4.081], [2.757, 4.146, 3.560], [-3.796, 3.341, 1.011], [-4.928, 3.786, 1.723], [-5.022, 3.294, 3.040], [-6.409, 3.698, 3.615], [-7.478, 2.883, 2.898], [-6.678, 5.131, 3.313], [-3.665, 3.973, 0.128], [-3.945, 2.337, 0.615], [-2.888, 3.548, 1.584], [-4.986, 2.198, 2.972], [-4.183, 3.657, 3.645], [-6.363, 3.565, 4.694], [-7.269, 2.859, 1.822], [-8.464, 3.329, 3.008], [-7.470, 1.813, 3.113], [-5.884, 5.661, 3.657], [-6.640, 5.136, 2.297], [0.823, -2.687, -1.192], [1.387, -1.532, -0.621], [0.453, -0.801, 0.154], [-0.677, -0.079, -0.592], [-0.161, 1.176, -1.305], [-1.709, 0.411, 0.331], [0.163, -2.435, -2.026], [0.334, -3.303, -0.429], [1.602, -3.328, -1.606], [0.058, -1.520, 0.891], [1.009, -0.134, 0.819], [-1.094, -0.728, -1.362], [0.313, 1.868, -0.595], [-0.950, 1.745, -1.786], [0.701, 1.005, -1.957], [-1.226, 0.836, 1.121], [-2.098, -0.441, 0.742], [3.791, 0.298, 2.815], [4.275, 1.121, 3.874], [4.661, 0.399, 5.009], [3.637, -0.600, 5.576], [2.482, 0.071, 6.287], [4.403, -1.457, 6.489], [3.884, 0.906, 1.915], [2.740, 0.048, 2.964], [4.430, -0.577, 2.682], [5.644, -0.086, 4.941], [4.887, 1.109, 5.814], [3.242, -1.241, 4.784], [1.730, -0.602, 6.706], [1.924, 0.690, 5.571], [2.805, 0.721, 7.103], [3.749, -1.957, 7.087], [4.963, -0.960, 7.177]],
  "mulliken_charge": [-0.7542, -0.3782, -0.4287, 0.5194, -1.3976, -0.7163, 0.3033, 0.2594, 0.3543, 0.1191, 0.3566, 0.2066, 0.3303, 0.3650, 0.3156, 0.2696, 0.2728, -0.7472, -0.3827, -0.9876, 0.7008, -1.3029, -0.7713, 0.2984, 0.2760, 0.3066, 0.4160, 0.4003, 0.3446, 0.3796, 0.3158, 0.2552, 0.2388, 0.2660, -0.7789, -0.2965, -0.4552, 0.4509, -1.1617, -0.6591, 0.2499, 0.3190, 0.2941, 0.3979, 0.0821, 0.1821, 0.2066, 0.3827, 0.2601, 0.2653, 0.2630, -0.7937, 0.1514, -0.5667, 0.6521, -1.7118, -0.5824, 0.3115, 0.1666, 0.2703, 0.3569, 0.0141, 0.2651, 0.3742, 0.3251, 0.4524, 0.0163, 0.2686, -0.1478, -0.3702, -0.4836, 0.2085, -1.4180, -0.8121, 0.1576, 0.2931, -0.1658, 0.3092, 0.3237, 0.4102, 0.2761, 0.4097, 0.3672, 0.2854, 0.3556, -0.5452, -0.4024, -0.5349, 0.4680, -1.4758, -0.5347, 0.3042, 0.3537, 0.0280, 0.4809, 0.1485, 0.4301, 0.2372, 0.2417, 0.4738, 0.0240, 0.3042, -0.6395, -0.3968, -0.9975, 0.7506, -1.0332, -0.7751, 0.2333, 0.1455, 0.5184, 0.3364, 0.4495, 0.1739, 0.4183, -0.0144, 0.3237, 0.2729, 0.2581],
  "total_charge": 0,
  "lumo_ev": 0.520,
  "e_tot_ev": -55042.670,
  "de_lowest_kcal_mol": 56.8,
  "e_homo_ev": -9.027
}



{
  "formula": "C9H12S2",
  "method": "ωB97M-V with the def2-TZVPD basis set",
  "symbols": ["C", "C", "S", "C", "C", "C", "C", "C", "C", "S", "C", "H", "H", "H", "H", "H", "H", "H", "H", "H", "H", "H", "H"],
  "coordinates": [[-1.275, -1.128, -1.568], [-1.172, -1.835, -0.455], [-1.526, -3.611, -0.287], [-1.291, -3.466, 1.488], [-0.913, -2.255, 1.913], [-0.600, -1.308, 0.791], [0.141, -0.264, 1.080], [0.965, 0.765, 0.043], [2.150, 1.501, 0.757], [-0.369, 1.936, -0.294], [0.075, 2.746, -1.915], [-1.714, -1.500, -2.546], [-1.043, -0.035, -1.482], [-1.562, -4.363, 2.091], [-0.820, -1.843, 2.924], [0.390, -0.040, 2.111], [1.217, 0.140, -0.856], [1.557, 2.229, 1.386], [2.503, 2.300, 0.083], [3.018, 1.002, 1.218], [-0.983, 3.044, -2.351], [0.794, 2.195, -2.516], [0.461, 3.788, -1.615]],
  "nbo_charge": [-0.3934, -0.1664, 0.2648, -0.3337, -0.2339, -0.1038, -0.1359, -0.3732, -0.6542, 0.1929, -0.7579, 0.2127, 0.2227, 0.2374, 0.2270, 0.2021, 0.2305, 0.2260, 0.2181, 0.2289, 0.2379, 0.2305, 0.2208],
  "total_charge": 0,
  "lumo_ev": 0.515,
  "e_tot_ev": -31195.127,
  "de_lowest_kcal_mol": 68.6,
  "e_homo_ev": -7.724
}